# 1
DFT (ωB97M-V/def2-TZVPD) results for a structure of composition C28H35N7OSSe2Y at a distorted geometry.

Atoms and positions in Å:
Y  -0.10506  0.15355  0.00974
C  2.39607  -1.34569  3.76748
C  1.43383  -0.62937  2.87394
N  1.59547  -0.49174  1.54055
N  2.86933  -0.84156  1.10024
C  2.86248  -0.82372  -0.28405
O  1.80080  -0.64022  -1.01256
C  4.08082  -1.18054  -0.99222
C  5.28300  -1.27504  -0.23115
C  6.48510  -1.58531  -0.87865
C  6.47859  -1.92643  -2.21087
C  5.27491  -1.96950  -2.90296
C  4.08752  -1.47419  -2.36910
C  0.11760  -0.29896  3.35094
C  -0.35285  -0.50256  4.68280
C  -1.67168  -0.12515  4.92676
C  -2.41888  0.43862  3.90399
C  -1.95576  0.58013  2.62833
N  -0.74105  0.18246  2.38109
H  3.24947  -1.49355  3.18026
H  1.97380  -2.34123  4.08757
H  2.59705  -0.83959  4.68189
H  5.29880  -0.96486  0.77719
H  7.48142  -1.47782  -0.38326
H  7.40803  -2.24147  -2.62459
H  5.27099  -2.31860  -3.91844
H  3.14641  -1.51021  -2.95390
H  0.27764  -1.03553  5.39871
H  -2.08924  -0.20912  5.90215
H  -3.43150  0.77998  4.21443
H  -2.55815  0.94280  1.79323
C  -6.04118  2.95905  0.50171
C  -5.31697  2.71731  -0.90786
N  -3.92974  2.97951  -0.84804
C  -2.97484  2.04145  -0.66172
S  -1.41007  2.68839  -0.01655
N  -3.21152  0.78056  -0.87566
N  -2.33340  -0.21546  -0.47341
C  -2.92230  -1.44491  -0.47409
C  -4.42348  -1.72132  -0.44132
C  -1.99979  -2.52453  -0.29548
C  -2.33761  -3.85718  -0.31071
C  -1.36032  -4.87390  -0.40367
C  0.00121  -4.49929  -0.32755
C  0.29503  -3.12324  -0.24559
N  -0.67834  -2.20529  -0.22806
H  -7.12285  2.70287  0.53913
H  -6.00065  4.07950  0.77573
H  -5.63067  2.27153  1.29189
H  -5.86219  3.39404  -1.64164
H  -5.52308  1.67754  -1.28427
H  -3.50083  3.92802  -0.75041
H  -4.93115  -0.88496  -0.84633
H  -4.61560  -1.98288  0.62153
H  -4.51141  -2.61950  -1.04646
H  -3.38696  -4.12747  -0.34521
H  -1.69567  -5.88525  -0.69846
H  0.78531  -5.20620  -0.24578
H  1.26165  -2.68465  0.00282
C  -1.28596  2.00293  -3.41019
Se  0.20475  0.84906  -2.89108
C  1.79344  2.18439  -2.69849
C  1.55428  3.45214  -1.75006
Se  1.97548  2.84842  0.02307
C  3.95921  3.03096  0.03909
H  -1.06553  2.44857  -4.36596
H  -1.51795  2.72339  -2.63663
H  -2.19198  1.34057  -3.52387
H  1.98030  2.46346  -3.73112
H  2.55237  1.58895  -2.31997
H  0.49327  3.80960  -1.71796
H  2.27464  4.21169  -2.10858
H  4.33436  2.91996  -0.98532
H  4.21958  2.23315  0.72528
H  3.95218  3.99346  0.54771

Output
HOMO-LUMO gap: 6.766 eV
Molecular weight: 764.53 Da
Net charge: +1
LUMO: -0.1322 hartree
HOMO energy: -10.363 eV

Mulliken atomic charge list, values in e, 4 entries: 0.3861 -1.8847 0.3162 1.4020



# 2
DFT (ωB97M-V/def2-TZVPD) results for a cluster of 3 separate species, C28H35NO9 in total at a distorted geometry.

Atoms and positions in Å:
C  5.28104  -3.41962  1.22897
C  6.16406  -2.16977  0.75576
N  5.47162  -0.84231  0.81359
C  4.01230  -0.93068  0.51879
C  3.30651  0.50819  0.27516
C  1.77047  0.15481  -0.12133
C  1.59088  -0.38497  -1.59164
C  0.18183  -0.78073  -2.15557
C  -1.01473  -0.58042  -1.16273
C  -0.83636  -0.04707  0.28829
C  0.56831  0.30714  0.83811
C  -2.13069  0.13691  1.23152
O  -2.26413  1.11314  2.02737
C  -3.25511  -0.99852  1.04444
C  -4.08089  -1.47743  2.25715
C  -5.13138  -2.59854  2.05106
C  -5.28431  -3.17686  0.61891
C  -4.47702  -2.66688  -0.60724
C  -3.42862  -1.54689  -0.40506
C  -2.52774  -0.93307  -1.58956
O  -2.95642  -0.75051  -2.75478
C  6.18736  -0.01774  -0.21812
C  5.83952  -0.16756  -1.79852
O  7.10322  0.77902  0.10113
H  4.55622  -3.76347  0.39708
H  4.72977  -3.25620  2.22523
H  5.98881  -4.31140  1.40507
H  6.65190  -2.40331  -0.26598
H  7.05129  -2.10150  1.49608
H  3.41232  -1.41266  1.38216
H  3.83949  -1.59951  -0.39498
H  3.22868  1.13866  1.22696
H  3.72196  1.07756  -0.61900
H  2.47396  -0.52219  -2.31094
H  0.00502  -1.15239  -3.21853
H  0.76016  0.66913  1.89820
H  -3.85369  -0.99233  3.26736
H  -5.70984  -2.95713  2.96202
H  -6.04132  -4.01351  0.47316
H  -4.64834  -3.10959  -1.64611
H  6.76971  -0.23293  -2.45061
H  5.25791  0.79396  -2.07553
H  5.12579  -1.03588  -1.99991
C  1.42800  1.46246  7.67645
C  0.14423  1.73666  8.43701
O  -0.76864  2.50264  7.64298
C  -1.44847  1.80986  6.71258
O  -1.36064  0.62312  6.50510
O  -2.22372  2.67210  6.03648
C  -2.93554  2.07829  4.95006
H  1.86144  2.39490  7.30552
H  2.15699  0.96157  8.31711
H  1.24352  0.82897  6.80573
H  0.36811  2.33560  9.32288
H  -0.32477  0.81149  8.78386
H  -3.50177  1.20320  5.27726
H  -2.24109  1.81096  4.15283
H  -3.63811  2.81780  4.56402
C  -2.05639  -0.18866  -5.70072
C  -3.09623  0.87054  -5.38576
O  -2.80331  2.09411  -6.07357
C  -3.14194  2.12314  -7.37297
O  -3.66852  1.22954  -7.99104
O  -2.76859  3.31363  -7.87377
C  -2.98812  3.44273  -9.27701
H  -1.05001  0.18821  -5.49750
H  -2.22677  -1.08640  -5.10420
H  -2.08374  -0.46776  -6.75694
H  -3.07168  1.09594  -4.31808
H  -4.10759  0.52570  -5.61861
H  -4.02039  3.20381  -9.54149
H  -2.29274  2.80102  -9.82284
H  -2.79306  4.47985  -9.55274

Output
Structure (SMILES): CCN(CCc1ccc2c(c1)C(=O)c1ccccc1C2=O)C(C)=O.CCOC(=O)OC.CCOC(=O)OC
HOMO-LUMO gap: 7.817 eV
Molecular weight: 529.59 Da
LUMO: -0.0514 hartree
HOMO energy: -9.216 eV

Mulliken atomic charge list, values in e, 4 entries: -1.0328 -0.2509 0.0440 -0.6590



# 3
DFT (ωB97M-V/def2-TZVPD) results for a structure of composition C28H36BCoN9O2.

Atoms and positions in Å:
Co  -0.16942  -0.26449  -0.51697
C  3.40894  0.00392  -0.19535
C  2.64859  -1.14655  0.37220
C  3.18535  -2.17616  1.15126
C  2.11603  -2.98379  1.48450
C  2.08902  -4.23108  2.30192
N  1.01896  -2.45655  0.92012
N  1.33550  -1.32991  0.23215
B  -0.46529  -2.89259  1.04018
N  -1.06109  -3.13029  -0.34293
N  -1.18242  -2.09382  -1.20274
C  -1.75745  -2.56166  -2.29862
C  -2.00593  -1.70494  -3.49533
C  -2.02519  -3.93301  -2.14735
C  -1.56959  -4.25588  -0.88528
C  -1.58195  -5.57094  -0.18099
N  -1.18351  -1.73710  1.78075
N  -1.15796  -0.48131  1.26396
C  -1.60575  0.33697  2.21263
C  -1.63270  1.82347  2.08114
C  -1.95283  -0.40130  3.34882
C  -1.66388  -1.71550  3.03569
C  -1.80333  -2.93817  3.87869
H  4.40763  -0.31804  -0.49232
H  2.91353  0.42365  -1.06613
H  3.53783  0.79006  0.54831
H  4.21788  -2.31751  1.42312
H  3.10402  -4.50437  2.58578
H  1.50493  -4.09791  3.21347
H  1.65081  -5.06278  1.75009
H  -0.54248  -3.89536  1.68417
H  -2.22567  -0.67824  -3.20623
H  -1.13329  -1.68521  -4.15224
H  -2.85192  -2.08924  -4.06518
H  -2.48498  -4.59610  -2.86053
H  -1.98937  -6.33291  -0.84351
H  -0.57769  -5.87682  0.11370
H  -2.19469  -5.54014  0.72091
H  -0.94414  2.14869  1.30597
H  -2.62992  2.20977  1.85712
H  -1.31602  2.26714  3.02538
H  -2.34507  -0.02422  4.27802
H  -2.29259  -2.67856  4.81618
H  -2.39817  -3.70385  3.38061
H  -0.83206  -3.37631  4.11181
C  -3.51616  2.26814  -1.28474
C  -3.04723  3.01846  -2.35154
C  -1.83189  2.69148  -2.92463
C  -1.09015  1.63505  -2.40374
N  -1.51022  0.97705  -1.29683
C  -2.70920  1.25928  -0.78989
C  0.11741  1.05067  -2.99966
C  0.53313  1.35588  -4.29780
C  1.53886  0.60852  -4.88049
C  2.09594  -0.44996  -4.16682
C  1.68042  -0.73430  -2.87570
C  0.68639  0.01530  -2.23055
H  -4.47891  2.45845  -0.83287
H  -3.63434  3.83589  -2.75030
H  -1.46176  3.23418  -3.78287
H  -3.01651  0.63964  0.04087
H  0.05032  2.14181  -4.86695
H  1.86748  0.82341  -5.88906
H  2.86133  -1.06096  -4.63196
H  2.13451  -1.57134  -2.35522
C  3.16868  1.66176  3.86370
O  2.88786  2.56721  2.79082
C  1.87996  2.15802  1.98894
O  1.25007  1.14762  2.14975
N  1.70339  3.07561  0.98560
N  0.86520  2.73055  -0.07365
H  3.97670  2.11817  4.42720
H  3.47157  0.69175  3.47081
H  2.28910  1.53122  4.49149
H  2.45832  3.73138  0.84068
H  1.37854  2.41133  -0.88830
H  0.26072  3.50531  -0.31244

Output
HOMO-LUMO gap (alpha / beta): 8.150 / 8.113 eV
Molecular weight: 600.40 Da
LUMO (alpha / beta): 0.0177 / 0.0171 hartree
HOMO energy (alpha / beta): -7.669 / -7.647 eV
Multiplicity: 2

Mulliken atomic charge list, values in e, 4 entries: -0.4809 -0.9429 0.5977 -1.7393



> Look up the molecular weight of the first one.

764.53 Da